{
  "formula": "C4H9BNO2",
  "method": "wB97M-V/def2-TZVPD",
  "species": ["B", "C", "C", "C", "C", "N", "O", "O", "H", "H", "H", "H", "H", "H", "H", "H", "H"],
  "positions_angstrom": [[1.5015, 0.0334, 0.0587], [-1.6868, -0.7001, -0.0551], [-1.1706, 0.5026, -0.7055], [-0.9972, -1.7277, 0.3792], [0.4002, 0.6690, -0.7820], [-0.6249, 1.6109, 0.2181], [1.9153, -1.1661, -0.4588], [1.8308, 0.8727, 1.0572], [-2.7238, -0.8194, -0.2240], [-2.0305, 0.9991, -1.3241], [-1.4631, -2.7899, 0.5830], [0.0050, -1.6304, 0.6567], [0.7093, 1.0801, -1.7702], [-0.4695, 2.5857, 0.1036], [-0.4390, 1.3989, 1.2075], [2.6764, -1.6649, -0.5984], [2.5670, 0.7461, 1.6541]],
  "lowdin_charge": [-0.6913, -0.1401, -0.1490, 0.0850, 0.1118, 0.1761, 0.2220, 0.2150, 0.0972, 0.1975, 0.1415, 0.0287, 0.1668, 0.1447, 0.1583, 0.0996, 0.1361],
  "mol_weight_g_mol": 113.9,
  "max_force_ha_per_bohr": 0.11426,
  "total_charge": 1,
  "relative_energy_kcal_mol": 64.2,
  "smiles": "C=C[C@H]1[NH2+][C@H]1B(O)O",
  "multiplicity": 1
}

***

{
  "formula": "C4H4NOP",
  "method": "wB97M-V/def2-TZVPD",
  "species": ["C", "C", "C", "C", "N", "O", "P", "H", "H", "H", "H"],
  "positions_angstrom": [[-3.0373, -1.6820, -0.1351], [-0.9758, -0.5644, 0.0513], [-2.2919, -0.4756, -0.1187], [0.0004, 0.5476, 0.4031], [-3.6969, -2.6144, -0.1798], [-3.5213, 1.6826, 0.8234], [-3.0716, 1.1936, -0.4640], [-0.4832, -1.4381, 0.3298], [0.3127, 0.7701, -0.6066], [0.8171, 0.1910, 1.0776], [-0.4520, 1.4686, 0.7761]],
  "lowdin_charge": [-0.2760, -0.1588, -0.4271, -0.0887, 0.1533, -0.4438, 0.9140, 0.0919, 0.0754, 0.0974, 0.0623],
  "mol_weight_g_mol": 113.1,
  "max_force_ha_per_bohr": 0.06073,
  "relative_energy_kcal_mol": 21.4,
  "smiles": "C/C=C(/C#N)P=O",
  "multiplicity": 1
}

***

{
  "formula": "C13H12FI2N4O5",
  "method": "wB97M-V/def2-TZVPD",
  "species": ["C", "C", "I", "C", "I", "N", "N", "C", "N", "C", "N", "C", "C", "O", "F", "H", "H", "H", "H", "H", "H", "H", "H", "C", "C", "C", "O", "C", "C", "C", "O", "O", "O", "H", "H", "H", "H"],
  "positions_angstrom": [[1.7047, -0.8731, 2.8071], [1.1090, 0.5888, 2.3616], [1.2005, 1.0970, 0.1928], [0.5059, 1.5948, 3.3225], [0.3798, 1.1995, 5.4868], [-0.0235, 2.8748, 2.6439], [0.7821, 3.9723, 2.3842], [-0.1769, 4.9225, 1.6788], [-1.5743, 4.2765, 1.5740], [-1.4693, 2.9035, 2.2001], [-2.3716, 1.8815, 2.3630], [-3.7740, 2.0953, 1.8011], [-4.5090, 0.5942, 1.8502], [-5.5409, 0.3862, 2.6812], [-3.9962, -0.5220, 1.0062], [2.4818, -1.1926, 1.9594], [0.8023, -1.6339, 2.7661], [2.2721, -0.8576, 3.8304], [1.7983, 4.0822, 2.6046], [0.1336, 5.9842, 1.2700], [-2.1618, 0.9497, 2.8203], [-4.3887, 2.8863, 2.4093], [-3.6113, 2.4111, 0.6618], [2.2308, -1.6233, -3.6352], [1.8662, -2.0107, -4.8591], [1.0548, -3.2412, -5.0714], [0.7189, -3.5615, -6.2062], [0.6881, -4.0373, -3.8898], [1.0557, -3.6517, -2.6664], [1.8433, -2.4067, -2.4520], [2.1507, -2.0684, -1.3139], [0.7168, -4.3966, -1.5518], [2.2289, -1.2809, -5.9762], [2.8186, -0.7299, -3.4662], [0.1136, -4.9388, -4.0599], [1.0960, -3.9100, -0.7876], [1.8446, -1.7642, -6.7397]],
  "lowdin_charge": [-0.1647, -0.6235, 0.8260, -0.6963, 0.8160, -0.1787, 0.0721, 0.0613, 0.0995, -0.2005, 0.0540, -0.0361, -0.1450, 0.0437, -0.0140, 0.0901, 0.1087, 0.0771, 0.1904, 0.1587, 0.1730, 0.1624, 0.1626, 0.0725, -0.2030, -0.3000, 0.1205, 0.0843, -0.2081, -0.3142, 0.0337, 0.0802, 0.0881, 0.1349, 0.1417, 0.1118, 0.1208],
  "mol_weight_g_mol": 577.1,
  "max_force_ha_per_bohr": 0.19665,
  "total_charge": 1,
  "energy_ha": -1792.502967,
  "multiplicity": 1
}

***

{
  "formula": "H22O11",
  "method": "wB97M-V/def2-TZVPD",
  "species": ["O", "H", "H", "O", "H", "H", "O", "H", "H", "O", "H", "H", "O", "H", "H", "O", "H", "H", "O", "H", "H", "O", "H", "H", "O", "H", "H", "O", "H", "H", "O", "H", "H"],
  "positions_angstrom": [[2.0338, -1.0920, -2.5716], [1.8491, -1.5084, -1.7202], [2.9666, -0.8603, -2.5258], [1.1753, -2.8841, -0.1035], [1.0081, -3.6314, 0.4758], [0.4689, -2.2582, 0.0988], [-1.4165, 3.1905, 0.1747], [-1.6736, 3.0336, -0.7460], [-1.1183, 2.3343, 0.4951], [0.2637, -2.2558, 3.3130], [-0.3353, -2.0533, 2.5847], [0.6304, -3.1227, 3.1245], [-1.3756, -1.9491, 0.9783], [-1.8277, -1.0976, 1.0358], [-1.9445, -2.4837, 0.4111], [-2.1627, -1.1747, -1.8622], [-2.6571, -0.3523, -1.9169], [-1.2970, -0.9086, -1.5163], [-1.8628, 2.6477, -2.6463], [-1.4494, 1.8028, -2.8543], [-2.7801, 2.5470, -2.9201], [2.0396, 1.3969, -1.3708], [2.4367, 2.2655, -1.4956], [1.9186, 1.0322, -2.2576], [-0.3746, 2.1167, 2.6781], [-0.1033, 3.0390, 2.6864], [0.3327, 1.6464, 2.1996], [1.3532, 0.0252, 2.0343], [1.4467, -0.4748, 2.8571], [2.2442, 0.1112, 1.6800], [-0.3061, 0.3239, -0.2380], [0.0457, -0.2257, 0.4731], [0.4710, 0.8197, -0.5551]],
  "lowdin_charge": [-0.0516, 0.0109, 0.0450, -0.0446, 0.0413, -0.0100, -0.0818, -0.0172, -0.0243, -0.0526, -0.0076, 0.0403, -0.0511, 0.0760, 0.0760, -0.0628, 0.0263, -0.0043, -0.0384, 0.0433, 0.0568, -0.0526, 0.0649, 0.0356, -0.0708, 0.0408, -0.0060, -0.0498, 0.0553, 0.0718, -0.0736, -0.0028, 0.0177],
  "mol_weight_g_mol": 198.2,
  "max_force_ha_per_bohr": 0.00990,
  "relative_energy_kcal_mol": 20.2,
  "smiles": "O.O.O.O.O.O.O.O.O.O.O",
  "multiplicity": 1
}

***

{
  "formula": "C4H9N2",
  "method": "wB97M-V/def2-TZVPD",
  "species": ["C", "C", "C", "C", "N", "N", "H", "H", "H", "H", "H", "H", "H", "H", "H"],
  "positions_angstrom": [[0.8581, 0.4845, 1.6815], [1.3862, 0.7059, 3.0440], [-0.3729, -0.8159, -0.1035], [-1.1243, -0.4676, -1.4021], [0.3944, 0.3440, 0.4341], [-0.2574, 0.3067, -2.2921], [2.2460, 0.0706, 3.3503], [0.7346, 1.2714, 3.6972], [-1.0854, -1.1406, 0.6084], [0.4327, -1.5770, -0.1968], [-1.9288, 0.2249, -1.1214], [-1.4183, -1.3594, -1.8100], [-0.7597, 1.1169, -2.7379], [0.6511, 1.1392, -0.1981], [0.2438, -0.3037, -2.9537]],
  "lowdin_charge": [0.1075, 0.1606, -0.1218, -0.2295, 0.0672, -0.0137, 0.0938, 0.0716, 0.1154, 0.1467, 0.1310, 0.0896, 0.1100, 0.1766, 0.0950],
  "mol_weight_g_mol": 85.1,
  "max_force_ha_per_bohr": 0.14685,
  "total_charge": 1,
  "relative_energy_kcal_mol": 88.3,
  "smiles": "C=C=[NH+]CCN",
  "multiplicity": 1
}

***

{
  "formula": "C12H36BO10SV",
  "method": "wB97M-V/def2-TZVPD",
  "species": ["O", "V", "O", "S", "O", "O", "O", "O", "B", "H", "H", "H", "H", "C", "C", "C", "O", "H", "H", "H", "H", "H", "H", "H", "H", "C", "C", "C", "O", "H", "H", "H", "H", "H", "H", "H", "H", "C", "C", "C", "O", "H", "H", "H", "H", "H", "H", "H", "H", "C", "C", "C", "O", "H", "H", "H", "H", "H", "H", "H", "H"],
  "positions_angstrom": [[10.0990, 15.5043, 20.4898], [9.0257, 14.6677, 21.3655], [8.8078, 15.4107, 22.7149], [8.9669, 12.6681, 18.4191], [8.3701, 11.3492, 18.4834], [8.5255, 13.4287, 19.6138], [10.4231, 12.5008, 18.3278], [8.5023, 13.3591, 17.1990], [7.7685, 12.7404, 22.3814], [8.4717, 12.2487, 21.7272], [6.9387, 12.0852, 22.5968], [8.2171, 13.0924, 23.2974], [7.3833, 13.5810, 21.8252], [11.9770, 12.0928, 23.4954], [11.6771, 13.5670, 23.4699], [12.9190, 14.4358, 23.6383], [11.2484, 13.8283, 22.2020], [12.3344, 11.6289, 22.5761], [10.9979, 11.6162, 23.5441], [12.4803, 11.6851, 24.3720], [10.8714, 13.8704, 24.1384], [13.7692, 13.9810, 23.1299], [13.2167, 14.3943, 24.6860], [12.7381, 15.4855, 23.4072], [11.9156, 13.4658, 21.6145], [10.6925, 17.4114, 17.7321], [11.3498, 17.7048, 16.3718], [10.4987, 17.6899, 15.0801], [11.9242, 18.9732, 16.5027], [11.4243, 17.1949, 18.5103], [10.2775, 16.4163, 17.5722], [10.0084, 18.1548, 18.1413], [12.2461, 17.1110, 16.1923], [10.1482, 16.6890, 14.8284], [10.9946, 18.1696, 14.2362], [9.6537, 18.3673, 15.2040], [12.4533, 18.9840, 17.3036], [13.2299, 19.7420, 20.2685], [13.8598, 18.3528, 20.4012], [12.9972, 17.2887, 21.0703], [14.4185, 17.9949, 19.1654], [13.1340, 20.2148, 21.2460], [12.3304, 19.7084, 19.6539], [13.9830, 20.4668, 19.9592], [14.6737, 18.6532, 21.0611], [12.2991, 16.7985, 20.3918], [12.4465, 17.7124, 21.9102], [13.7494, 16.5803, 21.4172], [14.5179, 17.0400, 19.1666], [6.1150, 17.0136, 22.1049], [6.8098, 17.1896, 20.7538], [7.9018, 18.1758, 20.9344], [7.2456, 15.8892, 20.3970], [6.8964, 17.0226, 22.8647], [5.6771, 16.0156, 22.1235], [5.3436, 17.6908, 22.4713], [6.0164, 17.4676, 20.0600], [8.2747, 18.4877, 19.9588], [8.8281, 17.7291, 21.2958], [7.7634, 19.0381, 21.5867], [7.3714, 15.8570, 19.4458]],
  "lowdin_charge": [-0.3548, 0.9046, -0.3496, 0.1582, -0.4178, -0.4768, -0.4477, -0.4593, -0.3989, -0.0391, -0.0437, -0.0638, -0.0758, -0.0460, -0.5022, -0.0504, -0.0810, 0.0928, 0.0876, 0.0731, 0.1486, 0.0807, 0.0668, 0.0676, 0.1180, -0.0305, -0.4782, -0.0441, -0.0905, 0.0480, 0.0918, 0.0768, 0.1295, 0.0831, 0.0633, 0.0685, 0.0554, -0.0629, -0.5232, -0.0346, -0.0362, 0.0721, 0.0769, 0.0705, 0.1144, 0.0570, 0.0899, 0.0728, 0.0913, -0.0588, -0.4602, -0.0647, -0.0683, 0.0642, 0.0883, 0.0696, 0.1392, 0.0659, 0.0706, 0.0827, 0.1194],
  "mol_weight_g_mol": 434.2,
  "max_force_ha_per_bohr": 0.08995,
  "total_charge": -2,
  "relative_energy_kcal_mol": 131.5,
  "multiplicity": 1
}